Entry 1:
192
Properties=species:S:1:pos:R:3:forces:R:3 method="wB97M-V/def2-TZVPD" homo_energy_ev=-9.336 homo_lumo_gap_ev=9.8 e_lumo_ev=0.5 relative_energy_kj_mol=45.4
C 16.6801 15.0164 17.6690 0.887 -0.700 -0.375
C 15.6041 14.3364 18.4929 -0.067 2.096 0.858
O 14.7668 15.4598 18.8701 -1.795 -1.138 -0.309
O 16.1803 15.9487 16.7134 -0.439 -0.418 1.066
H 17.2761 14.2809 17.1715 0.331 -0.570 -0.686
H 17.3869 15.5050 18.3320 -0.015 0.374 0.437
H 16.0085 13.8536 19.3920 0.100 0.158 -0.205
H 14.9706 13.6492 18.0048 -0.318 -1.008 -1.053
H 13.8471 15.2429 18.5113 1.357 0.765 0.602
H 15.4828 16.3269 17.2867 -0.133 0.415 -0.623
C 12.5889 14.6010 15.2295 0.464 1.708 1.649
C 11.6915 15.4762 16.1137 0.518 1.788 -0.887
O 12.2067 15.6209 17.4590 -0.897 -0.577 -0.549
O 12.0845 14.6995 13.9080 1.146 -0.770 -0.209
H 12.5154 13.6546 15.7145 0.024 -1.433 -0.353
H 13.6418 14.9674 15.4634 -0.827 -0.317 -1.108
H 10.6718 15.1250 15.9853 -0.302 -0.358 0.791
H 11.6607 16.4917 15.6304 0.177 -0.615 0.315
H 11.4984 15.9892 18.0602 0.459 -0.343 -0.356
H 12.6211 14.1060 13.2916 -0.466 0.466 0.721
C 12.8826 18.9557 9.2399 -0.577 -0.224 0.282
C 14.2279 19.1636 8.5517 0.329 -1.409 0.609
O 15.2146 19.3686 9.5376 -0.059 0.510 0.956
O 12.5337 19.9131 10.2514 1.526 -0.941 0.445
H 12.9972 18.0071 9.7854 -0.195 0.135 -0.054
H 12.0377 18.8340 8.5419 0.418 0.059 -0.043
H 14.2360 19.9700 7.8738 -0.138 1.300 -0.792
H 14.4763 18.2580 7.9518 -0.374 0.317 0.363
H 16.0218 18.8180 9.5182 -0.291 -0.024 -0.853
H 11.9280 20.6167 10.0453 -0.422 0.617 -0.650
C 14.2549 18.0576 21.4232 -1.728 0.342 1.099
C 14.7259 18.1310 20.0370 -0.805 0.400 -0.881
O 14.8772 19.5353 19.8223 1.342 0.464 -1.117
O 12.8446 18.2991 21.5165 -0.697 0.726 -0.082
H 14.7582 18.7670 22.0750 0.447 -0.053 -0.050
H 14.2780 17.0931 21.8353 0.789 -1.519 0.455
H 13.8729 17.8160 19.3597 1.247 -0.338 0.595
H 15.6390 17.5143 19.9429 -0.329 0.581 -0.478
H 15.5899 19.6767 19.1490 -0.637 -0.084 0.170
H 12.6543 19.2474 21.5725 0.210 -0.266 -0.162
C 10.1514 17.1255 12.0906 -0.718 -0.100 -0.524
C 9.7186 17.6504 10.7318 -0.918 0.978 1.048
O 10.0502 19.0168 10.6318 -0.771 0.256 -0.312
O 10.0178 15.7262 11.9857 0.109 -0.524 1.239
H 9.4339 17.6297 12.7847 0.668 -0.624 0.121
H 11.1845 17.3527 12.3700 0.066 0.427 -0.139
H 8.5987 17.6432 10.7554 0.865 -0.334 -0.425
H 10.0850 17.0383 9.9211 0.269 -0.190 -0.342
H 10.9720 19.1759 10.8521 0.483 -0.093 -0.045
H 10.4492 15.3423 12.7769 -0.231 -0.002 -0.478
C 18.5206 17.5176 8.9514 -0.581 1.190 0.444
C 17.7019 16.7669 7.9327 -0.547 -1.128 0.106
O 16.6249 16.0193 8.5875 0.119 1.389 -0.886
O 17.7049 18.6116 9.4414 0.676 -0.725 -0.497
H 19.4300 17.9773 8.5348 -0.132 -0.463 -0.128
H 18.7822 16.9140 9.8456 0.008 -0.159 -0.785
H 18.3640 16.0566 7.4175 -0.191 0.169 -0.140
H 17.2034 17.4308 7.1730 0.602 -0.506 0.915
H 16.9676 15.2329 8.9951 0.496 -0.489 0.253
H 17.9081 18.6266 10.3786 -0.145 0.577 0.875
C 11.2819 22.9928 18.5716 0.694 1.096 -0.061
C 12.5389 22.1354 18.3444 -0.131 -0.526 0.476
O 12.3918 20.9535 19.1496 0.973 -0.837 -0.044
O 10.9787 23.2026 19.9522 0.583 -0.322 -0.251
H 10.3442 22.6113 18.1386 0.675 -0.183 -0.548
H 11.5828 23.9698 18.1016 -0.809 -0.629 0.473
H 13.4846 22.6403 18.6571 -0.815 0.045 -0.271
H 12.5788 21.9228 17.2582 0.156 -0.139 0.360
H 13.2451 20.4220 19.2613 -1.086 1.163 -0.301
H 11.0560 22.3052 20.3097 -0.009 0.229 0.255
C 17.3390 21.2449 11.7935 0.615 -1.524 0.506
C 18.0267 20.1612 12.6710 -0.683 1.069 0.462
O 17.7946 18.8578 12.1719 -0.292 -0.332 -0.047
O 15.9400 21.1797 11.7797 -0.358 -0.676 -0.027
H 17.7747 21.0873 10.8216 0.008 0.498 -0.784
H 17.5578 22.1921 12.2190 0.638 1.025 0.136
H 17.6186 20.3052 13.6979 0.371 -0.470 -0.362
H 19.1193 20.2985 12.6874 -0.366 0.138 -0.027
H 16.8586 18.6315 12.3398 -0.045 0.045 0.216
H 15.6469 20.5253 11.1194 -0.168 0.137 -0.139
C 17.7670 12.0457 11.5677 -0.579 -1.366 0.701
C 17.3135 12.7271 12.8184 1.536 1.323 0.725
O 16.7141 13.9771 12.6490 -0.102 1.162 -0.845
O 18.9009 12.5919 10.9575 1.013 0.788 0.590
H 16.9474 12.0656 10.8530 0.286 -0.391 -0.115
H 17.9766 11.0007 11.9371 -0.267 0.498 -0.772
H 18.2071 12.7630 13.4970 -0.509 0.283 -0.203
H 16.5596 12.2380 13.3582 -0.799 -1.883 0.535
H 17.2600 14.7295 12.9644 0.254 -0.314 0.414
H 19.5426 12.8307 11.6660 -0.606 -0.254 -0.784
C 13.1273 14.5053 10.2312 -0.031 0.684 0.794
C 13.5211 13.1177 10.7143 -0.180 0.061 -0.433
C 14.6406 12.6256 9.8323 0.650 -0.015 -0.055
O 15.0157 11.2886 10.0689 0.479 -0.513 0.341
C 14.5201 10.2748 9.1880 -1.410 1.510 0.378
N 13.8614 13.0672 12.1059 0.882 0.740 1.915
H 12.4731 15.0046 10.9972 0.312 -0.405 -1.045
H 12.7067 14.4763 9.2254 -0.576 -0.151 0.259
H 14.0067 15.1299 10.0724 0.299 0.113 0.367
H 12.6336 12.4872 10.6264 0.075 -0.270 -0.378
H 15.5535 13.2867 9.9164 -0.863 -0.589 0.238
H 14.3018 12.7136 8.8307 -0.237 0.153 -1.326
H 14.0489 10.8129 8.3220 0.276 -0.950 0.494
H 13.7792 9.6608 9.7392 0.164 0.329 -0.475
H 15.3144 9.6329 8.8781 0.680 -0.274 -0.312
H 14.6690 13.6708 12.3463 -0.471 -0.108 -0.486
H 14.2246 12.1491 12.3644 -0.443 -0.036 -0.261
C 11.2542 20.7139 13.7590 0.299 0.033 -0.103
C 11.5215 22.0104 12.9863 -2.430 -0.138 0.673
C 12.9311 22.3785 12.9192 1.984 -0.550 0.487
O 13.3862 22.7177 14.2648 1.008 1.111 -0.693
C 14.6929 23.4293 14.2591 -1.416 -0.975 -0.009
N 10.8408 21.9431 11.6430 0.299 -0.945 1.321
H 11.7566 20.7440 14.7222 0.170 -0.063 0.062
H 11.4615 19.7473 13.2614 0.271 0.702 -0.159
H 10.2138 20.6905 13.9858 -1.013 -0.112 0.294
H 11.0550 22.8428 13.5929 0.206 -0.778 -0.374
H 12.9929 23.1918 12.2173 0.585 0.727 -0.186
H 13.5499 21.5383 12.5598 -0.106 0.338 -0.160
H 15.1175 23.4403 15.2614 -0.533 0.130 0.191
H 14.6179 24.4293 13.8367 -0.263 0.099 0.091
H 15.3837 22.8595 13.6792 0.500 -0.442 -0.707
H 9.9903 21.3762 11.8406 0.632 0.791 -0.730
H 10.5879 22.8833 11.3837 -0.355 0.089 -0.176
C 13.9246 18.8312 16.3065 -0.897 2.042 0.344
C 14.7397 18.8710 15.0441 0.673 0.105 0.203
C 14.1277 18.2423 13.7977 0.919 -2.948 1.300
O 15.2608 17.8639 12.9769 -0.029 0.465 0.193
C 14.9610 16.8774 12.0007 0.788 0.575 -0.380
N 15.1046 20.2914 14.7687 0.458 -1.367 -0.176
H 13.9046 17.8892 16.8381 -0.089 -0.324 -0.086
H 12.8856 19.1651 16.0650 0.507 -0.275 0.504
H 14.3999 19.6225 16.9716 -0.814 -1.058 -0.491
H 15.6370 18.2696 15.3390 -0.192 0.486 -0.877
H 13.4158 18.8371 13.2672 -0.265 0.778 -0.424
H 13.6026 17.2675 14.0807 0.473 1.039 -0.226
H 15.5328 15.9515 12.1598 -0.722 0.004 0.422
H 15.2913 17.2307 11.0313 0.064 0.264 -0.362
H 13.8964 16.8303 11.9543 -0.753 -0.943 -0.143
H 15.3498 20.2973 13.7743 0.050 0.590 0.248
H 14.2555 20.8362 14.8583 -0.134 0.331 -0.054
C 16.5112 22.1143 18.0603 -0.835 0.185 -1.602
C 17.5956 21.0706 17.8558 1.206 1.104 -0.160
C 18.5107 20.8168 19.0676 -0.504 -0.966 0.067
O 19.5630 21.7117 19.3002 -0.457 0.784 -1.039
C 19.9512 21.7114 20.6337 0.760 -0.326 0.774
N 16.9490 19.8561 17.4584 -2.097 0.495 -0.580
H 15.7466 21.9027 17.2302 1.033 0.754 0.934
H 16.9504 23.1081 17.9521 -0.291 0.064 -0.069
H 15.9280 22.0984 18.9720 0.211 -0.401 0.530
H 18.2411 21.4615 17.0385 -0.071 -0.107 0.299
H 18.9889 19.8366 18.9819 -0.179 -0.412 -0.264
H 17.8745 20.7320 19.9437 -0.299 0.159 0.359
H 21.0294 21.8741 20.6973 -0.056 0.271 -0.144
H 19.7998 20.7260 21.0925 -0.186 0.093 0.065
H 19.4407 22.4803 21.2176 -0.135 -0.040 0.032
H 16.5081 19.9502 16.5098 0.523 -0.023 1.134
H 17.5196 19.0694 17.4896 1.255 -1.549 -0.120
C 8.9331 19.0852 19.5284 -0.898 -1.143 0.790
C 9.6904 17.9319 18.7994 -0.800 0.932 -1.059
C 10.6106 18.4900 17.6691 1.222 -0.231 0.069
O 9.9701 19.2755 16.6624 -0.489 -0.482 0.222
C 9.1182 18.4906 15.8303 0.471 -0.519 0.023
N 10.4271 16.8822 19.4761 0.740 0.124 0.121
H 8.3403 18.5507 20.3178 0.424 0.596 -0.327
H 8.1158 19.5339 18.8643 1.616 -0.305 0.685
H 9.5795 19.8055 20.0423 -0.191 0.130 -0.413
H 8.8402 17.4076 18.4223 -0.475 -0.559 -1.060
H 11.1208 17.6358 17.1031 -0.476 1.225 1.195
H 11.3805 19.1805 18.2032 -1.141 -1.175 -1.169
H 8.5238 17.7434 16.3824 0.172 0.383 -0.149
H 9.5916 17.9940 14.9714 0.870 -0.371 0.609
H 8.4942 19.1344 15.2717 -1.144 1.123 0.026
H 9.9252 16.2604 20.1014 -0.253 0.457 -0.147
H 11.2239 17.2517 19.9636 0.420 0.163 0.537
C 20.3840 16.0115 13.5761 0.409 -1.363 0.831
C 19.2933 16.2700 14.6240 -0.620 2.828 -1.982
C 19.3465 17.7406 15.1781 0.920 -1.245 -1.072
O 20.6202 17.9633 15.7075 0.322 2.243 1.448
C 20.6395 19.3348 16.3198 0.671 -1.847 -0.721
N 17.9773 16.0725 14.0030 -1.504 0.677 -0.424
H 21.3515 16.3168 13.9602 0.107 0.343 -0.001
H 20.2038 16.4751 12.6162 -0.273 0.439 -0.077
H 20.5248 14.9269 13.3667 -0.429 0.492 0.182
H 19.3304 15.6859 15.4915 0.413 -1.409 1.028
H 18.6123 17.8136 15.9619 -0.738 0.186 0.307
H 19.1797 18.4737 14.3839 -0.450 -0.106 -0.096
H 21.6543 19.4501 16.7216 -0.538 -0.188 0.483
H 19.8031 19.4484 17.0477 0.831 -0.033 -0.467
H 20.6066 20.0801 15.5288 -0.568 0.097 -0.208
H 17.2252 16.3398 14.6624 0.495 -0.591 -0.068
H 17.7707 16.7483 13.2325 0.968 -0.439 0.726



Entry 2:
17
Properties=species:S:1:pos:R:3:forces:R:3 method="wB97M-V/def2-TZVPD" s_squared=0.75 homo_energy_ev="-11.013 / -10.975" homo_lumo_gap_ev="11.4 / 7.3" e_lumo_ev="0.3 / -3.7" multiplicity=2 relative_energy_kj_mol=146.4
C -0.5110 -0.4544 -0.5883 0.744 -2.713 -1.079
O 0.2327 0.5243 0.0265 -0.376 -1.065 -0.265
C -1.1743 -1.4125 0.3793 1.302 -0.296 -0.622
H -1.2331 0.2376 -0.9610 -1.264 0.575 -1.171
H -0.1350 -1.1493 -1.4698 0.285 2.266 1.147
H -1.5000 -2.3802 0.0284 -0.285 0.080 -0.849
H -0.4685 -1.6794 1.1332 0.345 0.282 0.973
H -1.9588 -0.8120 0.6575 -2.249 0.530 1.884
H -2.0211 1.2300 1.8325 1.118 2.012 0.191
H -0.7033 1.6608 1.2962 1.455 -0.289 -0.634
O -1.4087 2.0402 1.7833 -2.691 -1.610 0.685
H 2.3996 -1.3084 -0.4553 0.324 -0.062 1.364
H 1.4149 -0.4775 0.2850 2.268 -1.177 1.312
O 2.1939 -1.1163 0.4991 -1.651 0.956 -2.320
H 1.9310 1.5209 -2.2320 -0.317 0.785 1.608
H 1.0922 1.5868 -0.8608 1.138 0.373 -0.947
O 1.8495 1.9894 -1.3536 -0.147 -0.646 -1.274